[1]
64
Properties=species:S:1:pos:R:3:forces:R:3:mulliken_charge:R:1 method="wB97M-V/def2-TZVPD" homo_ev="-6.56 / -6.49" homo_lumo_gap_ha="0.1578 / 0.1552" e_above_lowest_kcal_mol=78.2
Pb 1.433 -0.291 0.152 0.68 0.02 -0.18 1.162
C -2.138 5.065 2.777 0.03 -0.01 -0.03 -0.609
C -2.386 4.189 3.847 -0.02 0.00 0.00 -0.599
C -1.893 2.896 3.845 -0.04 -0.01 0.12 -0.224
C -1.127 2.501 2.755 0.07 -0.12 -0.01 0.318
C -0.504 1.231 2.403 0.24 0.16 0.00 -0.253
N -0.598 0.149 3.170 0.04 -0.46 0.03 -0.510
C -0.403 -1.089 2.742 -0.09 0.42 -0.08 -0.620
C -0.711 -2.279 3.533 0.09 -0.11 0.03 0.641
C -1.046 -2.459 4.868 -0.06 0.10 0.04 -0.306
C -1.286 -3.751 5.303 -0.03 -0.11 -0.03 -0.589
C -1.207 -4.841 4.423 0.02 0.08 0.02 -0.625
C -0.885 -4.660 3.088 -0.05 -0.08 -0.07 -0.098
C -0.632 -3.365 2.657 0.07 -0.03 0.05 0.205
C -0.276 -2.818 1.347 -0.10 -0.13 -0.50 -0.140
N -0.326 -3.526 0.223 -0.02 0.11 0.59 -0.566
C -0.175 -3.020 -0.993 0.18 -0.04 -0.15 -0.226
N 0.350 -1.816 -1.339 -0.47 0.09 -0.12 -0.191
C 0.230 -1.648 -2.685 0.04 -0.24 0.13 -0.323
N 0.528 -0.579 -3.410 0.16 0.54 -0.09 -0.539
C 0.696 0.640 -2.916 -0.19 -0.51 -0.02 -0.122
N 0.569 1.017 -1.617 -0.22 0.06 0.13 -0.284
C 0.525 2.376 -1.544 -0.16 0.06 0.40 -0.250
N 0.183 3.106 -0.493 0.20 -0.09 -0.46 -0.383
C -0.134 2.609 0.698 0.09 -0.10 0.24 -0.760
N 0.123 1.362 1.197 -0.47 0.07 -0.15 0.036
C -0.889 3.368 1.688 0.09 -0.07 -0.14 0.456
C -1.396 4.662 1.680 -0.01 0.08 0.01 -0.210
C 0.761 2.929 -2.881 0.06 0.02 0.00 0.538
C 0.866 4.230 -3.346 -0.05 0.07 0.05 -0.216
C 1.098 4.411 -4.702 0.00 -0.02 -0.02 -0.621
C 1.212 3.315 -5.567 0.01 0.06 0.02 -0.597
C 1.093 2.015 -5.099 -0.04 -0.09 -0.08 -0.155
C 0.872 1.837 -3.742 0.06 0.08 -0.06 0.156
C -0.350 -2.861 -3.268 0.12 0.18 0.02 0.415
C -0.692 -3.198 -4.570 -0.01 0.00 -0.12 -0.195
C -1.299 -4.429 -4.776 0.03 0.09 -0.02 -0.599
C -1.577 -5.286 -3.703 0.01 -0.04 0.03 -0.583
C -1.241 -4.942 -2.403 -0.03 -0.11 0.01 -0.253
C -0.607 -3.723 -2.205 -0.02 0.09 0.20 0.360
N -0.070 -1.478 1.477 -0.21 0.05 -0.09 -0.135
H -2.543 6.069 2.812 0.01 -0.05 0.00 0.403
H -2.986 4.533 4.682 0.05 -0.01 -0.05 0.403
H -2.098 2.209 4.659 0.03 0.06 -0.08 0.548
H -1.118 -1.613 5.542 0.01 -0.05 -0.06 0.532
H -1.546 -3.928 6.340 0.02 0.01 -0.05 0.399
H -1.401 -5.839 4.796 0.00 0.04 0.00 0.402
H -0.831 -5.494 2.395 0.00 0.10 0.08 0.526
H -1.213 5.322 0.839 -0.02 -0.04 0.07 0.545
H 0.769 5.070 -2.667 0.01 -0.07 -0.07 0.532
H 1.192 5.414 -5.100 0.01 -0.06 0.01 0.400
H 1.400 3.489 -6.620 -0.02 0.00 0.05 0.396
H 1.170 1.166 -5.769 0.00 0.05 0.07 0.535
H -0.492 -2.515 -5.389 -0.03 -0.09 0.10 0.529
H -1.574 -4.728 -5.782 0.01 0.01 0.09 0.387
H -2.070 -6.234 -3.896 0.05 0.08 0.01 0.392
H -1.469 -5.591 -1.564 0.04 0.05 -0.08 0.529
I 3.835 1.867 3.023 -0.37 -0.43 -0.41 0.330
C 3.176 0.051 2.556 0.54 0.14 1.20 -0.923
H 2.372 -0.266 3.221 -0.04 0.15 -0.36 0.326
H 4.006 -0.636 2.416 -0.20 0.05 -0.25 0.485
Se 3.352 3.213 0.689 -0.13 0.07 0.01 -0.013
C 5.131 3.269 0.250 0.44 -0.01 -0.16 0.291
N 6.247 3.320 -0.050 -0.40 -0.03 0.14 -0.454

[2]
66
Properties=species:S:1:pos:R:3:forces:R:3:mulliken_spin:R:1 method="wB97M-V/def2-TZVPD" homo_ev="-9.26 / -9.28" multiplicity=5 homo_lumo_gap_ha="0.1712 / 0.1672" charge=+1
Mn 0.087 0.166 0.069 0.06 -0.12 -0.38 3.852
C -3.066 -1.894 -3.231 0.02 0.02 -0.04 0.000
C -2.770 -1.024 -4.375 0.03 -0.01 0.07 0.000
C -1.650 -0.330 -4.619 -0.02 -0.06 -0.02 0.002
C -0.445 -0.294 -3.806 0.10 0.04 -0.04 0.005
C 0.395 0.695 -3.639 -0.21 -0.01 0.04 0.006
N 1.362 -1.696 -2.828 -0.01 0.02 0.03 -0.003
C 0.103 -3.121 -1.619 0.01 0.07 0.07 -0.011
N -0.364 -3.271 -0.469 -0.11 -0.08 -0.08 0.007
C -0.153 -2.891 0.751 0.03 -0.04 0.10 0.006
C -0.165 -3.820 1.879 0.01 0.05 -0.11 0.017
C -0.185 -5.203 1.930 0.02 -0.01 0.04 -0.001
C -0.183 -5.774 3.196 -0.01 0.00 0.01 0.002
C -0.178 -4.981 4.347 0.00 0.01 -0.01 0.002
C -0.172 -3.593 4.277 -0.01 -0.04 -0.02 0.001
C -0.158 -3.036 3.013 -0.01 0.11 0.05 0.001
C -0.177 -1.637 2.568 0.01 -0.05 -0.02 0.040
N -0.362 -0.676 3.380 0.01 0.18 -0.19 -0.012
C -0.397 0.624 2.978 0.03 -0.33 0.18 0.050
N -0.057 1.120 1.764 -0.07 0.22 0.14 -0.070
C -0.066 2.524 1.902 0.07 -0.04 -0.10 -0.007
N 0.418 3.383 1.051 -0.03 -0.04 0.04 -0.007
C 0.873 3.116 -0.137 -0.09 -0.05 -0.03 0.035
N 0.752 1.893 -0.858 0.13 0.19 0.09 -0.067
C 1.269 2.175 -2.077 -0.05 0.01 -0.07 -0.018
N 1.306 1.364 -3.197 0.25 -0.03 -0.06 0.000
C 1.791 3.486 -2.173 -0.02 0.01 -0.04 0.016
C 2.420 4.175 -3.225 -0.02 -0.04 0.04 0.005
C 2.751 5.484 -3.000 -0.01 0.05 0.07 -0.003
C 2.458 6.111 -1.761 0.04 -0.01 -0.10 0.010
C 1.841 5.441 -0.734 -0.03 -0.06 0.02 -0.010
C 1.506 4.099 -0.955 0.01 0.07 0.05 -0.011
C -0.501 2.863 3.217 -0.01 0.09 0.06 0.015
C -0.681 4.093 3.868 0.03 -0.08 -0.10 -0.010
C -1.072 4.055 5.181 -0.03 -0.08 0.12 0.014
C -1.283 2.832 5.870 0.01 0.13 -0.05 -0.002
C -1.101 1.628 5.246 0.03 -0.03 -0.10 0.006
C -0.709 1.659 3.894 0.01 0.03 0.09 -0.001
N -0.072 -1.587 1.152 -0.05 -0.05 0.21 -0.078
C -0.748 -2.676 -2.791 0.02 -0.07 -0.02 -0.001
C -2.211 -2.598 -2.491 -0.04 0.02 0.00 0.001
H -4.118 -1.974 -2.982 0.00 0.00 -0.01 0.000
H -3.589 -0.878 -5.068 -0.01 0.00 0.00 0.000
H -1.637 0.322 -5.484 0.01 0.00 0.00 0.000
H -0.198 -5.811 1.035 -0.01 0.01 0.00 0.000
H -0.189 -6.850 3.297 -0.01 0.00 0.00 0.000
H -0.182 -5.464 5.315 0.00 -0.01 0.00 0.000
H -0.178 -2.975 5.164 0.00 0.00 0.00 0.000
H 2.639 3.686 -4.165 0.00 -0.01 0.00 0.000
H 3.244 6.057 -3.773 0.00 0.00 0.00 0.000
H 2.732 7.149 -1.630 0.00 0.00 0.00 0.000
H 1.620 5.923 0.208 0.00 -0.01 0.00 -0.001
H -0.515 5.026 3.349 0.00 0.00 -0.01 0.000
H -1.224 4.983 5.718 0.00 0.00 0.00 0.001
H -1.589 2.862 6.907 0.00 0.00 0.00 0.000
H -1.250 0.688 5.759 0.00 0.00 0.00 0.000
H -2.584 -3.190 -1.665 0.01 -0.01 0.00 0.000
N -0.490 -3.396 -4.014 0.00 0.01 0.03 -0.001
C -0.033 -1.271 -2.724 0.01 0.15 0.23 0.011
O -0.306 -0.686 -1.458 -0.10 -0.10 -0.12 0.191
C 1.538 -2.759 -1.879 0.01 -0.03 -0.02 0.009
I 2.615 -4.479 -2.604 0.01 -0.01 -0.03 0.001
H -1.227 -3.230 -4.686 0.00 0.00 -0.01 0.001
H 0.406 -3.158 -4.422 -0.01 0.00 -0.01 0.000
H 2.056 -2.501 -0.957 -0.03 0.04 0.01 0.005
H 2.053 -0.959 -2.793 0.01 -0.01 -0.04 0.002

no.,molecular weight (Da),E (a.u.)
1,965.64,-4691.2207
2,752.44,-3324.1479